Entry 1:
This record from the Open Molecules 2025 dataset describes 2 unconnected molecules or ions with the total composition C24H20F3INO3S2. The level of theory is ωB97M-V/def2-TZVPD.

Net charge: -1
HOMO energy: -3.61 eV
Multiplicity: 1
Kohn-Sham gap: 0.2094 Eh

```
54
C24H20F3INO3S2, DFT ωB97M-V/def2-TZVPD
I 3.592 3.848 -0.905
S -0.103 1.568 -0.502
S -3.051 0.055 2.106
F -0.585 0.599 -2.886
F -0.227 2.767 -2.770
F -2.147 1.941 -2.077
O -3.645 -0.878 3.039
O -2.289 1.182 2.608
O 1.523 1.660 -1.026
N 2.919 -5.092 2.179
C -0.798 1.719 -2.134
C 5.557 2.064 -2.255
C 2.660 0.918 0.954
C -0.816 -2.690 0.206
C -5.679 0.224 1.241
C -5.328 2.687 -0.028
C -4.254 2.073 0.613
C 3.734 0.754 -1.307
C -2.169 -0.739 0.860
C 1.759 -0.719 -0.801
C 2.422 0.626 -0.513
C -4.437 0.848 1.256
C 0.255 -2.832 2.799
C -6.757 0.837 0.605
C 0.210 -3.580 0.490
C 0.811 -3.605 1.762
C 6.201 0.900 -2.690
C 1.962 -4.435 2.001
C -0.784 -1.958 2.540
C -6.583 2.076 -0.020
C -1.277 -1.771 1.201
C 4.387 -0.399 -1.763
C 5.621 -0.340 -2.414
C 4.339 1.995 -1.566
H 0.773 -0.799 -0.343
H -2.523 -0.571 -0.157
H 0.571 -4.257 -0.287
H -5.174 3.643 -0.535
H 1.628 -0.831 -1.884
H -7.425 2.556 -0.512
H 3.927 -1.375 -1.600
H 6.107 -1.272 -2.696
H 7.147 0.959 -3.219
H 6.022 3.029 -2.434
H 2.371 -1.534 -0.404
H -3.270 2.540 0.605
H -5.791 -0.747 1.723
H -7.725 0.337 0.595
H -1.298 -2.637 -0.780
H 1.730 0.835 1.531
H 3.051 1.940 1.052
H 3.391 0.207 1.358
H -1.192 -1.393 3.380
H 0.659 -2.933 3.808
```

Here are the Löwdin charges for atoms 1 to 4, given in e: number 1, I, carries 0.987; number 2, S, carries 1.111; number 3, S, carries 0.634; number 4, F, carries 0.070

=====

Entry 2:
This record from the Open Molecules 2025 dataset describes 2 unconnected molecules or ions with the total composition C18H25N2O7P2S. The level of theory is ωB97M-V/def2-TZVPD.

Net charge: -1
HOMO energy: -1.30 eV
Multiplicity: 1
Kohn-Sham gap: 0.0324 Eh

```
55
C18H25N2O7P2S, DFT ωB97M-V/def2-TZVPD
S 2.735 2.385 -5.281
P 1.191 1.161 -5.278
P -1.581 -0.119 -4.666
O -0.404 -1.088 -2.385
O -2.103 -2.273 0.255
O -0.460 2.317 4.450
O 2.238 -1.090 -3.769
O 2.046 2.620 5.687
O -1.952 0.256 8.381
O 0.447 0.863 9.722
N -1.045 -0.873 1.739
N 2.020 0.030 -2.957
C 3.739 -2.332 -0.902
C 2.910 -1.560 -1.338
C 1.076 2.148 6.296
C -0.299 1.930 5.641
C 0.307 1.176 8.518
C 1.234 1.785 7.692
C -1.870 0.367 1.490
C -1.604 -1.904 -5.208
C -0.550 0.139 -3.127
C -3.293 0.594 -4.500
C -1.033 0.862 7.828
C 0.858 0.830 -3.426
C -1.220 1.312 6.453
C 0.322 -0.492 2.157
C -1.057 -1.747 0.627
C 0.225 -2.062 -0.232
C 0.394 -0.855 -1.207
C 1.887 -0.453 -1.518
H 0.359 0.090 3.112
H 0.125 1.831 -5.913
H -3.886 0.325 -5.413
H -3.810 0.223 -3.576
H 0.949 -1.407 2.327
H 4.514 -2.955 -0.431
H 0.805 0.103 1.328
H -2.214 1.111 6.064
H -2.414 0.200 0.522
H 0.915 1.839 -2.936
H 2.884 0.605 -3.027
H -0.663 -2.235 -5.704
H 2.213 2.033 8.093
H -2.572 0.491 2.346
H 1.591 -0.013 -5.963
H 1.089 -2.237 0.443
H -2.410 -1.974 -5.989
H -0.003 -2.961 -0.860
H 3.108 -0.942 -4.203
H 2.122 0.438 -0.875
H -1.166 1.233 1.444
H -3.266 1.715 -4.490
H -1.109 0.863 -2.463
H -0.081 0.041 -0.708
H -1.922 -2.559 -4.363
```

Here are the Löwdin charges for atoms 1 to 4, given in e: number 1, S, carries 0.111; number 2, P, carries 0.373; number 3, P, carries 0.893; number 4, O, carries -0.116

=====

Entry 3:
This record from the Open Molecules 2025 dataset describes a molecular structure, C49H42ClN2P3S3Tb. The level of theory is ωB97M-V/def2-TZVPD.

Net charge: +1
HOMO energy (spin up / spin down): -8.48 / -8.53 eV
Multiplicity: 7
Energy relative to the best compared isomer or geometry (same formula, charge and spin): 0.0 kJ/mol
Kohn-Sham gap (spin up / spin down): 0.2076 / 0.2110 Eh
<S²>: 12.706

```
101
C49H42ClN2P3S3Tb, DFT ωB97M-V/def2-TZVPD
Tb 0.298 -0.115 0.337
Cl 1.128 -2.500 1.595
S 1.362 -1.416 -2.047
S -0.542 -0.098 2.919
S -0.770 2.002 -1.272
P 3.036 0.243 1.634
P -2.262 0.541 -1.420
P -0.615 -2.091 -2.173
N -0.002 2.461 2.582
N -2.210 2.071 2.958
C -5.517 1.041 1.225
C 3.566 1.506 2.814
C -4.416 -1.100 1.738
C 0.308 -4.656 -1.245
C 2.805 -2.486 2.211
C -2.035 1.377 -4.023
C 3.279 1.335 -0.884
C 4.909 -1.496 2.827
C 3.145 1.418 4.191
C 3.644 -1.367 2.256
C 0.888 4.756 1.968
C -2.165 -2.753 -6.405
C 4.540 -3.826 3.240
C 3.873 1.500 -2.137
C -4.261 0.790 -3.256
C 5.359 -2.707 3.347
C 5.863 0.309 -1.307
C 3.234 -3.696 2.737
C -0.626 -1.651 -4.914
C -0.991 1.581 2.837
C -3.554 0.326 -0.022
C -2.609 1.817 -5.212
C 3.545 2.377 5.103
C -2.838 -3.276 -5.326
C 5.158 0.989 -2.338
C -1.432 4.307 2.601
C -1.421 -0.961 -1.159
C -4.831 1.427 -4.339
C -1.253 -2.254 -3.853
C -3.815 3.847 3.293
C -1.939 -3.862 -0.684
C 0.098 -5.789 -0.439
C -2.426 3.362 2.951
C 5.285 0.213 -0.038
C 4.376 3.396 4.696
C -0.158 3.796 2.406
C -0.724 -3.673 -1.274
C -4.014 1.964 -5.303
C -1.108 -1.874 -6.195
C -2.189 -5.098 -0.037
C -4.595 1.280 0.188
C 4.418 2.569 2.430
C -2.895 0.874 -3.020
C -1.157 -5.990 0.199
C 4.900 3.440 3.400
C -3.472 -0.846 0.781
C -2.366 -3.096 -4.013
C -5.437 -0.155 1.962
C 3.951 0.634 0.119
H 5.852 -0.213 0.761
H -2.641 -1.515 0.587
H 5.643 1.014 -3.333
H -4.634 2.176 -0.455
H 1.218 -4.492 -1.775
H -1.613 5.372 2.538
H 0.965 -6.455 -0.297
H 6.863 -0.074 -1.459
H -0.786 -1.291 -7.032
H -2.005 2.126 -6.089
H 2.229 1.697 -0.749
H -2.819 -3.576 -3.128
H -4.459 2.396 -6.214
H 3.501 2.201 -2.882
H -2.513 -2.984 -7.407
H 0.736 5.000 0.912
H -4.911 0.244 -2.586
H -3.927 3.999 4.334
H 0.283 -1.003 -4.767
H 4.557 2.738 1.369
H -5.886 1.395 -4.526
H -3.219 -5.345 0.233
H -0.955 1.410 -3.834
H 4.975 -4.787 3.477
H 5.675 4.174 3.087
H 0.839 5.721 2.527
H 4.621 4.212 5.382
H -3.891 4.850 2.820
H -4.515 3.043 2.925
H -4.356 -1.991 2.354
H -3.759 -3.815 -5.470
H 3.185 2.367 6.120
H 2.556 -4.567 2.851
H 0.919 2.049 2.600
H -6.166 -0.370 2.743
H 1.957 4.395 2.084
H 2.476 0.595 4.478
H 6.358 -2.780 3.810
H -2.680 -3.048 -0.675
H -6.269 1.781 1.526
H -1.247 -6.759 0.986
H 5.520 -0.610 2.968
```

Here are the Löwdin charges for atoms 1 to 4, given in e: number 1, Tb, carries 0.787; number 2, Cl, carries 0.647; number 3, S, carries 0.169; number 4, S, carries 0.547

=====

> net charge of number 1 (C24H20F3INO3S2)?

-1

=====

> Look up the net charge of the second one.

-1

=====

> What is the net charge in the second record?

-1